{
  "formula": "C26H27LuN4O3SSi",
  "method": "wB97M-V/def2-TZVPD",
  "homo_energy_ev": -7.402,
  "total_charge": 0,
  "e_lumo_ha": -0.002,
  "symbols": ["Lu", "C", "Si", "C", "C", "N", "C", "C", "C", "C", "C", "C", "O", "C", "C", "C", "C", "C", "C", "H", "H", "H", "H", "H", "H", "H", "H", "H", "H", "H", "H", "H", "H", "H", "H", "H", "H", "O", "C", "O", "C", "C", "C", "C", "C", "N", "H", "H", "H", "H", "C", "C", "C", "C", "N", "C", "S", "N", "H", "H", "H", "H", "H"],
  "coordinates": [[-0.3117, -0.1276, -0.8682], [-1.9925, -2.5431, 2.3449], [-0.2337, -2.1912, 1.8561], [0.9053, -2.6773, 3.2584], [0.1703, -3.2908, 0.3918], [-0.0009, -0.5907, 1.2783], [-0.0750, 0.5475, 2.0650], [-0.3390, 0.5371, 3.4454], [-0.3949, 1.6922, 4.2083], [-0.1869, 2.9291, 3.6195], [0.0695, 2.9884, 2.2566], [0.1173, 1.8289, 1.5152], [0.3889, 1.8670, 0.1162], [0.1768, 3.0839, -0.5719], [-1.0711, 3.6768, -0.5980], [-1.2291, 4.8330, -1.3453], [-0.1586, 5.3727, -2.0498], [1.0834, 4.7601, -1.9982], [1.2590, 3.6081, -1.2419], [-2.1408, -3.6078, 2.5497], [-2.6740, -2.2470, 1.5414], [-2.2862, -1.9861, 3.2381], [1.1648, -3.7373, 3.1826], [0.4405, -2.5242, 4.2354], [1.8322, -2.0966, 3.2445], [-0.1642, -4.3130, 0.5939], [1.2376, -3.3295, 0.1624], [-0.3582, -2.9912, -0.5179], [-0.5094, -0.4183, 3.9274], [-0.6060, 1.6208, 5.2679], [-0.2237, 3.8401, 4.2008], [0.2404, 3.9441, 1.7790], [-1.8978, 3.2562, -0.0439], [-2.2005, 5.3078, -1.3821], [-0.2976, 6.2696, -2.6386], [1.9203, 5.1662, -2.5505], [2.2191, 3.1122, -1.1881], [2.1733, 1.5591, -3.6927], [1.7406, 0.8211, -2.8395], [0.4990, 0.4453, -2.6792], [2.6828, 0.2607, -1.7890], [4.0257, 0.5892, -1.8307], [4.8531, 0.0848, -0.8429], [4.3000, -0.7056, 0.1544], [2.9409, -0.9597, 0.1314], [2.1414, -0.5000, -0.8330], [4.3757, 1.2254, -2.6305], [5.9113, 0.3136, -0.8412], [4.9042, -1.1092, 0.9551], [2.4640, -1.5226, 0.9216], [-1.2306, -3.3565, -2.9576], [-2.3869, -2.6639, -2.2983], [-3.6670, -3.1821, -2.3272], [-4.6507, -2.4534, -1.6782], [-4.4428, -1.2847, -1.0852], [-3.1894, -0.8153, -1.1197], [-2.7957, 0.7370, -0.4587], [-2.1553, -1.5037, -1.6789], [-1.5276, -3.7441, -3.9312], [-0.8880, -4.1993, -2.3548], [-0.3949, -2.6717, -3.0977], [-3.8855, -4.1110, -2.8340], [-5.6711, -2.8240, -1.6469]],
  "atomic_forces_ev_per_a": [[-0.763, -0.508, 0.679], [-0.250, -0.049, 0.069], [-0.002, 0.164, -0.003], [0.142, -0.048, 0.173], [0.036, -0.141, -0.182], [-0.022, 0.304, 0.078], [0.003, -0.190, 0.126], [0.024, -0.042, 0.046], [0.011, 0.009, -0.075], [-0.002, -0.024, 0.040], [0.114, 0.092, 0.008], [-0.007, 0.085, -0.073], [-0.340, -0.035, 0.148], [0.171, -0.276, 0.222], [-0.051, 0.103, -0.045], [0.003, 0.016, -0.020], [-0.016, -0.026, 0.036], [0.010, -0.024, 0.006], [0.069, 0.118, -0.123], [-0.018, 0.039, 0.001], [-0.012, -0.032, 0.030], [-0.008, -0.013, -0.037], [0.012, 0.029, 0.029], [0.036, -0.008, -0.029], [-0.018, -0.048, 0.005], [0.046, 0.022, 0.016], [-0.018, -0.013, 0.001], [0.023, 0.025, 0.014], [-0.002, 0.030, -0.009], [0.001, -0.004, -0.010], [-0.003, -0.010, 0.001], [-0.016, -0.022, -0.021], [0.012, -0.027, 0.013], [0.004, 0.009, -0.008], [0.004, -0.005, -0.003], [-0.015, 0.006, 0.005], [-0.013, 0.005, 0.013], [0.017, 0.004, -0.108], [-0.413, -0.121, -0.128], [0.796, 0.409, -0.739], [0.075, 0.005, -0.118], [0.073, -0.092, 0.069], [0.029, 0.009, 0.015], [0.028, -0.002, 0.012], [-0.026, 0.023, 0.002], [0.093, 0.147, -0.113], [0.010, -0.005, -0.002], [-0.011, -0.012, 0.008], [0.006, 0.009, -0.011], [-0.024, -0.006, -0.010], [-0.005, 0.016, 0.015], [0.071, 0.032, -0.072], [-0.011, -0.069, -0.042], [-0.107, 0.128, 0.049], [0.087, -0.088, -0.061], [-0.056, 0.066, 0.008], [-0.150, -0.151, -0.091], [0.420, 0.141, 0.164], [-0.010, -0.001, -0.001], [-0.032, -0.004, 0.001], [-0.005, 0.028, -0.007], [-0.014, 0.009, 0.021], [0.015, 0.011, 0.018]]
}

---

{
  "formula": "C26H27NO3",
  "method": "wB97M-V/def2-TZVPD",
  "homo_energy_ev": -5.439,
  "relative_energy_kcal_mol": 105.5,
  "total_charge": 0,
  "e_lumo_ha": -0.088,
  "symbols": ["C", "O", "C", "C", "C", "C", "C", "C", "C", "C", "C", "C", "C", "C", "C", "C", "H", "H", "H", "H", "H", "H", "H", "H", "H", "H", "H", "H", "H", "H", "H", "C", "C", "O", "C", "C", "N", "C", "C", "C", "C", "C", "C", "C", "O", "H", "H", "H", "H", "H", "H", "H", "H", "H", "H", "H", "H"],
  "coordinates": [[5.2275, -2.5869, -2.4144], [4.8912, -1.1712, -2.5219], [3.5954, -0.8229, -2.3446], [3.2401, 0.5433, -2.5388], [1.9508, 0.9418, -2.3086], [0.9086, 0.0158, -1.9301], [-0.4184, 0.4724, -1.7037], [-1.6290, -0.1998, -2.0161], [-2.8550, 0.5230, -1.8813], [-4.0829, -0.0790, -2.0956], [-4.1679, -1.4439, -2.4375], [-5.4848, -2.1537, -2.5383], [-2.9713, -2.1342, -2.7045], [-1.7343, -1.5363, -2.5194], [1.3014, -1.3505, -1.7880], [2.6048, -1.7578, -1.9851], [6.3083, -2.5879, -2.5468], [4.9599, -3.0060, -1.4337], [4.7365, -3.1670, -3.2163], [4.0119, 1.2180, -2.8853], [1.6767, 1.9960, -2.4509], [-0.5210, 1.5226, -1.4060], [-2.7943, 1.5781, -1.6017], [-5.0027, 0.5051, -1.9953], [-5.2931, -3.2344, -2.5849], [-6.1068, -1.9467, -1.6560], [-6.0661, -1.8798, -3.4309], [-3.0555, -3.1686, -3.0744], [-0.8271, -2.0957, -2.7665], [0.5593, -2.0859, -1.4813], [2.8712, -2.8112, -1.8765], [-5.1923, -0.1674, 1.1927], [-4.1035, 0.8353, 1.4905], [-2.9012, 0.1000, 1.7870], [-1.8564, 0.9312, 1.9967], [-0.5780, 0.1994, 2.1199], [0.4226, 0.8960, 2.5378], [1.6314, 0.5284, 2.8001], [2.6099, 1.4019, 3.3972], [3.9586, 1.0046, 3.2938], [4.9852, 1.8432, 3.6987], [4.6921, 3.0694, 4.3015], [3.3594, 3.4570, 4.4778], [2.3083, 2.6402, 4.0289], [-1.9448, 2.1451, 2.0874], [-6.0130, 0.3268, 0.6751], [-4.8340, -0.9907, 0.5793], [-5.5927, -0.5904, 2.1153], [-3.9150, 1.5026, 0.6450], [-4.3749, 1.4715, 2.3435], [-0.6075, -0.8841, 1.9180], [2.0007, -0.4759, 2.5218], [4.1679, 0.0274, 2.8559], [6.0165, 1.5513, 3.5353], [5.5050, 3.7220, 4.6223], [3.1554, 4.4105, 4.9515], [1.2670, 2.9479, 4.1613]],
  "atomic_forces_ev_per_a": [[-0.104, 0.773, -0.259], [-0.266, -0.707, 0.103], [-0.496, 0.077, -0.009], [0.381, -1.168, 0.117], [-1.026, 0.015, 0.381], [1.291, -0.459, 0.027], [0.057, 0.410, 0.095], [-0.952, -0.482, -0.119], [0.313, -0.191, 0.050], [0.062, -0.211, -0.043], [0.442, 0.464, -0.123], [-0.096, -0.299, 0.011], [-0.195, 0.025, 0.044], [0.170, 0.224, 0.091], [-0.363, 0.642, -0.093], [0.415, 0.085, -0.182], [-0.140, -0.208, 0.025], [0.099, 0.262, -0.239], [0.199, 0.284, 0.314], [-0.070, 0.095, 0.122], [0.141, -0.487, 0.098], [0.020, -0.304, -0.253], [-0.086, -0.335, -0.005], [0.315, -0.199, 0.076], [-0.240, 0.251, 0.027], [0.128, -0.054, -0.234], [0.210, 0.055, 0.206], [0.238, 0.544, 0.255], [-0.543, 0.256, 0.033], [0.331, 0.233, 0.082], [-0.215, 0.429, 0.066], [-0.202, -0.033, 0.250], [-0.214, -0.124, 0.100], [-0.422, 0.612, -0.256], [1.392, 0.429, 0.254], [-1.786, -0.832, -1.233], [0.935, 1.320, 1.072], [0.123, -0.833, -0.404], [0.413, 0.642, 0.275], [-0.181, 0.191, 0.023], [-0.141, 0.101, 0.162], [-0.092, -0.097, -0.162], [-0.232, -0.589, -0.312], [0.553, -0.067, -0.085], [-0.546, -0.743, -0.224], [-0.090, 0.010, -0.047], [0.114, 0.035, -0.135], [0.038, -0.041, -0.017], [0.022, -0.110, 0.079], [0.149, -0.155, -0.189], [0.273, 0.268, 0.206], [-0.145, 0.140, 0.099], [0.063, 0.280, 0.020], [-0.043, -0.019, 0.108], [-0.251, -0.149, -0.063], [-0.127, -0.086, -0.010], [0.381, -0.168, -0.177]]
}

---

{
  "formula": "C26H28AuN4O2S2",
  "method": "wB97M-V/def2-TZVPD",
  "homo_energy_ev": -3.741,
  "total_charge": -1,
  "e_lumo_ha": 0.096,
  "symbols": ["Au", "C", "C", "N", "N", "C", "S", "S", "C", "C", "C", "C", "C", "C", "C", "C", "C", "C", "C", "C", "C", "O", "H", "H", "H", "H", "H", "H", "H", "H", "H", "H", "H", "H", "H", "H", "C", "C", "N", "C", "C", "C", "O", "C", "C", "C", "C", "N", "C", "H", "H", "H", "H", "H", "H", "H", "H", "H", "H", "H", "H", "H", "H"],
  "coordinates": [[0.1221, -0.3412, -0.4387], [2.6548, -0.0094, 3.5275], [2.1731, 0.2296, 2.1112], [1.0099, -0.1830, 1.7601], [0.2374, -0.8163, 2.7024], [-0.6200, -1.6813, 2.2384], [-0.8163, -2.3229, 0.6371], [-1.8613, -2.2442, 3.4193], [-2.2435, -0.6636, 4.2709], [-2.9864, 0.3026, 3.3768], [-2.2868, 1.2176, 2.5882], [-2.9633, 2.0476, 1.6980], [-4.3489, 1.9880, 1.5950], [-5.0568, 1.0906, 2.3895], [-4.3784, 0.2551, 3.2683], [3.0781, 0.8750, 1.1153], [4.4550, 0.8569, 1.4205], [5.4395, 1.3448, 0.5797], [5.0491, 1.8788, -0.6528], [3.7183, 1.9010, -1.0055], [2.6681, 1.4114, -0.1642], [1.4382, 1.5014, -0.5916], [1.7965, -0.0010, 4.1925], [3.3641, 0.7569, 3.8300], [3.1309, -0.9895, 3.6326], [-1.2925, -0.2557, 4.5966], [-2.8393, -0.9449, 5.1403], [-1.2045, 1.2661, 2.6554], [-2.3987, 2.7375, 1.0783], [-4.8746, 2.6335, 0.8968], [-6.1404, 1.0403, 2.3213], [-4.9323, -0.4601, 3.8742], [4.7698, 0.4030, 2.3545], [6.4842, 1.2936, 0.8654], [5.7958, 2.2716, -1.3381], [3.4190, 2.2889, -1.9696], [0.8166, 4.5352, -2.0958], [-0.6917, 4.3723, -2.0594], [-1.2957, 4.3559, -3.4027], [-1.1270, 5.5549, -4.2250], [-0.1035, 5.3778, -5.3399], [-2.1045, 3.3768, -3.8923], [-2.6964, 3.4885, -4.9649], [-2.3197, 2.1408, -3.0597], [-3.5920, 1.8594, -2.5943], [-3.8062, 0.6879, -1.8978], [-2.7433, -0.1798, -1.7092], [-1.5151, 0.0593, -2.1817], [-1.3131, 1.2056, -2.8462], [1.2244, 4.4151, -1.0922], [1.1092, 5.5173, -2.4852], [1.2614, 3.7579, -2.7209], [-1.1394, 5.1927, -1.4933], [-0.9347, 3.4522, -1.5432], [-0.8333, 6.3643, -3.5558], [-2.0901, 5.8039, -4.6621], [0.8809, 5.1253, -4.9352], [-0.0136, 6.3013, -5.9238], [-0.4253, 4.5770, -6.0097], [-4.3964, 2.5627, -2.7741], [-4.7811, 0.4402, -1.4955], [-2.8602, -1.1054, -1.1520], [-0.2966, 1.3864, -3.1981]],
  "atomic_forces_ev_per_a": [[0.093, -0.305, -0.023], [0.150, 0.023, -0.158], [0.319, -0.007, -0.114], [-0.053, 0.138, 0.224], [-0.572, -0.412, -0.303], [0.181, 0.511, 0.111], [0.181, 0.145, 0.183], [0.092, 0.165, -0.027], [-0.007, -0.039, -0.316], [0.017, -0.094, -0.035], [-0.049, 0.056, -0.041], [-0.039, -0.059, 0.066], [0.050, -0.044, 0.031], [0.042, 0.019, 0.021], [0.069, -0.051, 0.032], [-0.022, -0.067, 0.091], [-0.115, 0.010, -0.058], [-0.149, -0.007, -0.041], [-0.091, -0.033, 0.126], [-0.072, -0.082, 0.219], [-0.263, -0.069, -0.006], [0.496, -0.089, 0.154], [-0.047, -0.006, 0.026], [0.030, 0.010, 0.037], [-0.011, 0.062, -0.045], [0.026, 0.113, 0.089], [-0.001, 0.014, -0.017], [-0.107, -0.039, -0.031], [-0.033, -0.062, 0.044], [0.059, -0.063, 0.074], [0.121, -0.007, 0.008], [0.064, 0.089, -0.091], [-0.035, 0.078, -0.065], [-0.071, 0.007, -0.012], [-0.062, -0.039, 0.025], [-0.083, 0.042, -0.060], [0.119, 0.004, -0.112], [-0.007, 0.016, -0.324], [0.044, -0.121, 0.042], [0.066, -0.155, 0.055], [0.068, -0.015, -0.038], [-0.176, 0.203, 0.032], [0.266, 0.024, 0.287], [0.315, 0.011, -0.267], [-0.147, 0.146, 0.024], [-0.104, -0.165, 0.105], [0.141, -0.148, -0.034], [-0.229, 0.461, -0.356], [0.003, -0.060, 0.197], [0.005, -0.001, -0.023], [-0.016, -0.129, 0.047], [0.017, 0.039, 0.085], [-0.088, 0.066, 0.030], [-0.079, -0.156, 0.011], [0.004, 0.020, 0.013], [-0.134, 0.035, -0.016], [-0.116, 0.031, -0.060], [-0.015, -0.129, 0.084], [0.045, 0.074, 0.060], [-0.001, -0.021, -0.016], [0.062, 0.018, -0.016], [0.028, 0.101, -0.001], [-0.180, -0.054, 0.073]]
}